1.
86
Properties=species:S:1:pos:R:3:forces:R:3:lowdin_charge:R:1 method="wB97M-V/def2-TZVPD" homo_lumo_gap_ev=5.6535 e_lumo_ha=-0.112 homo_ev=-8.71 multiplicity=1
C 3.6799 1.7835 2.5135 1.20 0.52 0.68 -0.097
N 2.7568 0.6624 1.9921 -0.83 1.78 0.32 -0.138
C 1.6644 0.4860 3.0680 -1.47 -0.28 -0.18 -0.100
B 2.0063 1.2338 0.8035 -1.12 1.66 1.71 -0.416
O 1.0778 2.3829 1.0907 3.39 -0.62 -1.65 0.019
C 2.1019 0.7296 -0.7581 1.45 -0.14 -0.06 -0.154
N 0.9591 1.4005 -1.5077 1.10 -1.95 -3.71 0.067
C 0.8619 0.6521 -2.8400 -0.49 0.33 0.70 -0.138
N -0.3847 0.5696 -3.4088 2.76 0.24 0.85 0.118
C -1.5881 1.2483 -2.7371 -2.08 0.81 0.40 -0.089
C -2.1688 0.3890 -1.4414 1.65 -0.20 -0.44 -0.206
O -2.8872 -0.7646 -2.0013 -0.74 1.60 1.66 -0.300
Si -4.4483 -1.0252 -1.2406 -0.77 -1.13 -0.42 0.472
C -5.4627 -2.1499 -2.4921 0.81 0.32 -0.68 -0.215
C -4.2212 -2.0318 0.4314 -0.36 0.21 -0.40 -0.204
C -5.5142 0.5642 -0.9962 0.08 0.77 0.95 -0.203
N 2.1462 0.0626 -3.3759 -4.17 -0.74 -0.05 0.111
C 2.5744 -1.1819 -2.5689 1.07 0.78 1.33 -0.404
C 4.2041 -1.2260 -2.6443 1.05 1.61 0.25 -0.125
C 4.8181 -0.9398 -4.1739 0.00 -5.44 -4.28 -0.650
O 4.8744 -1.8543 -5.1449 -0.59 5.97 6.55 -0.139
I 5.6496 1.0740 -4.6337 -0.67 -1.37 0.53 0.742
N 1.8339 -2.3392 -3.1713 5.02 -5.45 -1.12 0.059
C 2.6221 -3.4183 -3.4574 0.07 2.05 0.83 -0.510
S 3.7798 -4.6603 -3.7297 -4.46 4.14 0.93 0.716
C 2.1963 -0.8929 -0.9654 0.72 -0.35 0.54 -0.141
C 0.9037 -1.7452 -0.4343 -0.81 0.01 -0.12 -0.115
C 1.1953 -3.3148 -0.0725 0.27 -0.48 0.50 -0.060
C 1.8017 -3.5430 1.4703 -2.74 2.14 0.60 -0.187
F 0.5592 -3.5972 2.3328 3.72 0.03 -2.07 -0.015
F 2.5548 -2.3613 1.9749 -1.86 -3.97 -1.49 0.003
C 2.5370 -4.9839 1.6791 -4.30 -2.00 2.00 -0.220
F 2.3204 -5.4548 3.0763 0.96 1.75 -4.69 0.030
F 1.8170 -5.9850 0.8059 1.94 3.52 3.13 0.005
S 4.3447 -5.0791 1.2630 4.27 -3.09 -0.89 1.079
F 4.3097 -3.8033 0.1273 -0.16 -1.96 2.48 -0.206
F 4.8481 -4.0899 2.5662 -1.52 -1.85 -3.05 -0.164
F 4.4546 -6.4785 2.2638 0.00 2.97 -1.98 -0.188
F 3.9427 -6.1613 -0.0508 1.54 2.43 2.34 -0.219
F 6.0036 -5.3050 0.8706 -3.52 0.66 0.77 -0.177
H 3.5169 1.9764 3.6775 0.20 -0.48 -2.62 0.116
H 3.4991 2.8049 1.9689 0.36 -1.75 1.07 0.090
H 4.8221 1.5156 2.3941 -2.33 0.39 0.05 0.096
H 1.9640 -0.3357 3.8453 -0.41 1.73 -1.45 0.106
H 0.6668 0.1086 2.5318 2.01 0.67 1.22 0.105
H 1.3799 1.5268 3.5475 0.55 -2.27 -0.81 0.116
H 1.5968 3.2416 0.9255 -1.47 -1.62 0.51 0.131
H 3.1090 1.1977 -1.1957 -1.69 -1.15 1.00 0.166
H 1.3145 2.3607 -1.7970 -0.88 -1.24 0.58 0.168
H -0.4939 0.0562 -4.3350 0.12 0.87 1.82 0.190
H -1.3307 2.3554 -2.4388 -0.31 -2.37 -0.59 0.148
H -2.4898 1.2801 -3.5141 2.26 -0.15 1.49 0.154
H -1.2249 0.0063 -0.8576 -1.86 0.77 -0.99 0.102
H -2.7849 1.0511 -0.6992 1.03 -0.92 -1.62 0.128
H -5.0957 -1.7910 -3.5687 -0.98 -0.98 2.13 0.051
H -6.6126 -1.9475 -2.3885 2.26 -0.68 -0.20 0.045
H -5.1390 -3.2606 -2.3142 -0.97 1.97 -0.57 0.040
H -5.3006 -2.1004 0.9058 2.30 0.16 -0.68 0.059
H -3.8753 -3.1152 0.1423 -0.44 2.10 0.83 0.044
H -3.4699 -1.4405 1.1066 -1.47 -1.45 -0.95 0.047
H -5.4772 0.8103 0.1704 -0.16 -0.18 -2.55 0.065
H -5.0877 1.4922 -1.5975 -1.19 -1.84 1.29 0.061
H -6.6296 0.3010 -1.2770 2.32 0.74 0.45 0.054
H 1.8784 -0.3513 -4.3167 0.62 0.76 1.13 0.140
H 4.5878 -0.2896 -2.0085 -0.97 -2.02 -1.43 0.114
H 4.7081 -2.1609 -2.1251 -1.28 1.65 -1.47 0.131
H 3.1452 -1.2528 -0.3367 -2.10 0.92 -1.28 0.158
H 0.0832 -1.7210 -1.2874 1.63 -0.28 1.77 0.118
H 0.3704 -1.2755 0.5236 1.44 -0.75 -2.05 0.143
H 1.9247 -3.8721 -0.7973 -1.39 1.28 1.22 0.106
H 0.1643 -3.8930 -0.0866 2.26 1.15 0.18 0.154
C -4.2576 3.0201 3.6533 -2.08 -0.38 1.90 -0.609
F -4.2712 1.6562 3.6913 0.42 1.17 -0.42 0.096
F -5.5234 3.4063 3.3092 1.24 -0.29 -0.04 0.095
F -4.0823 3.4377 4.9434 0.19 -0.32 -1.30 0.099
S -2.9941 3.6982 2.5257 1.24 -1.87 -0.58 0.593
O -3.3586 3.1730 1.2074 0.12 0.63 1.20 -0.330
O -1.7229 3.1975 3.0548 -1.53 0.78 -0.45 -0.308
N -3.3130 5.2286 2.7864 0.66 -0.57 -0.65 -0.292
S -2.3685 6.1935 1.9562 2.05 1.03 -1.63 0.599
O -2.5718 6.2169 0.5057 -0.11 -0.23 1.71 -0.312
O -0.9665 6.2544 2.3796 -1.79 -0.25 -0.19 -0.309
C -3.0919 7.7612 2.5447 -1.44 2.16 1.21 -0.608
F -3.0005 7.8996 3.9019 0.17 -0.39 -1.21 0.096
F -4.4238 7.8619 2.2525 1.22 -0.36 0.01 0.095
F -2.4977 8.8652 2.0069 -0.23 -1.41 0.23 0.103

---

2.
56
Properties=species:S:1:pos:R:3:forces:R:3:lowdin_charge:R:1 method="wB97M-V/def2-TZVPD" s2=4.21 homo_lumo_gap_ev="5.5462 / 6.5612" e_lumo_ha="-0.229 / -0.192" homo_ev="-11.78 / -11.78" multiplicity=4 charge=+1
O -0.4259 -0.5016 -3.6472 0.45 1.10 0.49 -0.097
C 0.8637 -0.2670 -4.2966 -0.05 -0.19 -0.62 -0.127
C 0.3070 0.8896 -5.1507 -1.51 -0.14 0.40 -0.082
H 1.1794 -1.1373 -4.8795 0.06 0.32 0.71 0.098
H 1.6324 0.0578 -3.5756 -0.19 -0.05 -0.11 0.110
C -0.9421 0.7511 -4.2087 1.08 0.47 -1.26 -0.543
H -0.2122 0.7187 -6.0985 1.55 -0.24 0.22 0.061
H 0.8645 1.8428 -5.1501 -0.40 -0.47 0.01 0.125
C -2.2483 0.4637 -4.9555 0.09 0.14 0.62 -0.006
H -2.2013 -0.5167 -5.4657 0.17 0.56 0.24 0.097
H -2.4550 1.2609 -5.6934 -0.03 -0.33 0.41 0.102
H -3.0526 0.4118 -4.2092 -0.13 0.07 -0.34 0.085
C -0.8768 2.0184 -3.3774 -0.47 -0.28 0.31 -0.025
H 0.1794 2.2707 -3.1708 -0.55 -0.07 0.14 0.082
H -1.4436 1.9162 -2.4507 -0.15 0.52 -0.15 0.048
H -1.2837 2.8187 -4.0262 0.11 -0.26 0.60 0.116
Mn 0.1326 0.2196 1.1100 -0.75 -2.41 0.71 0.743
C 1.1280 1.9791 1.7615 1.19 0.57 -0.68 -0.069
C 2.1096 0.9259 1.6181 0.00 1.32 -0.71 -0.068
C 2.1081 0.4999 0.2418 -0.56 0.76 -0.22 -0.047
H 2.7871 0.5518 2.3760 -0.33 0.03 -0.02 0.142
C 1.0955 1.2343 -0.4507 1.15 0.20 -0.05 -0.095
C 0.4966 2.1638 0.4859 1.18 0.56 0.65 -0.103
H -0.2585 2.9138 0.2645 0.17 -0.31 0.04 0.148
H 0.9283 2.5719 2.6568 -0.01 -0.48 -0.26 0.149
H 2.7520 -0.2386 -0.2331 -0.28 0.04 0.37 0.144
H 0.8603 1.1373 -1.5098 -0.03 -0.02 0.41 0.104
C -1.9537 -0.6267 1.8526 -1.04 -0.02 -1.01 -0.042
C -1.8793 0.7110 1.3074 -0.07 -0.63 -1.68 -0.115
C -1.5484 0.5423 -0.1064 -1.67 0.64 0.90 -0.175
H -2.2299 1.6369 1.7545 0.37 -0.25 0.12 0.146
C -1.5464 -0.8576 -0.4155 -0.29 -0.35 0.96 0.011
C -1.8258 -1.5658 0.7788 -0.16 0.47 0.38 -0.029
H -2.0376 -2.6287 0.8733 0.52 0.25 -0.02 0.132
H -2.2588 -0.8366 2.8744 0.41 -0.12 -0.19 0.141
H -1.6099 1.3328 -0.8469 0.16 -0.34 0.35 0.091
H -1.4518 -1.2624 -1.4237 0.32 0.08 0.27 0.129
O 0.4933 -1.4173 -6.6645 -0.06 -0.26 -2.42 -0.199
C 0.0953 -0.5527 -7.7575 0.03 0.53 -0.39 -0.212
C 0.5254 -1.1202 -9.1122 -0.17 -0.55 0.23 -0.144
H 0.5690 0.4431 -7.6836 -0.08 -0.51 0.28 0.112
H -0.9915 -0.4022 -7.7071 0.20 -0.09 0.08 0.119
C 1.5235 -2.2484 -8.7366 0.02 0.30 0.06 -0.137
H 0.9871 -0.3214 -9.7111 -0.16 -0.43 0.11 0.114
H -0.3527 -1.5028 -9.6520 0.40 0.01 0.07 0.112
C 1.3584 -2.4313 -7.2035 0.43 -0.65 -0.03 -0.180
H 2.5513 -1.9449 -8.9905 -0.36 -0.15 0.16 0.110
H 1.3121 -3.1816 -9.2746 0.06 0.29 0.18 0.110
H 2.3331 -2.3856 -6.6954 -0.15 0.21 -0.09 0.114
H 0.9654 -3.4324 -6.9650 -0.20 0.39 -0.06 0.120
B 0.4489 -0.3854 5.4264 0.04 -0.16 0.98 -0.391
C 0.5179 -0.6473 3.9267 0.08 -0.37 -1.61 -0.175
N 0.6020 -0.8530 2.7684 -0.40 0.17 1.09 0.065
H 1.5381 -0.7583 5.8375 -0.20 0.11 -0.07 0.033
H -0.4496 -1.0654 5.9071 0.22 0.24 -0.27 0.027
H 0.2979 0.8100 5.6307 0.01 -0.20 -0.27 0.023

---

3.
56
Properties=species:S:1:pos:R:3:forces:R:3:lowdin_charge:R:1 method="wB97M-V/def2-TZVPD" s2=2.03 homo_lumo_gap_ev="7.3654 / 6.5275" e_lumo_ha="-0.158 / -0.189" homo_ev="-11.67 / -11.67" multiplicity=3 charge=+1
O 0.4727 0.3281 -4.9645 -0.13 0.47 -0.66 -0.120
C 0.3399 1.6300 -5.6097 0.04 0.15 0.16 -0.157
C 0.1097 1.0327 -7.0021 0.13 -0.44 0.81 -0.068
H 1.2652 2.2089 -5.5233 -0.18 0.01 0.15 0.116
H -0.5152 2.1865 -5.2135 0.20 0.02 0.10 0.113
C 0.3068 -0.3232 -6.2590 -0.09 -0.16 -0.88 -0.580
H 0.8877 1.2624 -7.7298 -0.23 -0.01 -0.03 0.112
H -0.8961 1.1804 -7.3948 0.18 0.03 -0.11 0.112
C 1.5623 -1.0556 -6.6872 0.06 -0.15 0.10 -0.025
H 2.4271 -0.3831 -6.6936 -0.13 -0.13 0.05 0.091
H 1.4290 -1.4608 -7.6988 0.04 0.10 0.20 0.095
H 1.7594 -1.8933 -6.0080 0.05 0.13 -0.09 0.088
C -0.9061 -1.2298 -6.2903 0.01 -0.14 0.10 -0.025
H -1.8103 -0.6934 -5.9831 0.15 -0.09 -0.01 0.089
H -0.7478 -2.0870 -5.6248 -0.11 0.12 -0.07 0.087
H -1.0549 -1.6130 -7.3083 0.01 0.09 0.21 0.095
Mo -0.0159 -0.3561 3.6874 -2.79 1.21 -3.09 1.577
C -2.2220 -0.4722 4.1134 -0.14 0.77 -0.26 -0.213
C -2.0522 0.9693 4.2381 -0.40 -1.40 -0.58 -0.121
C -1.9351 1.5143 2.9232 0.26 -0.69 0.16 -0.064
H -2.1592 1.5296 5.1634 0.31 -0.17 -0.25 0.128
C -1.9854 0.4492 1.9916 -0.16 -0.30 0.76 -0.077
C -2.0928 -0.7932 2.7079 -0.42 0.62 0.65 -0.189
H -2.2360 -1.7793 2.2712 -0.06 0.37 0.11 0.123
H -2.5276 -1.1510 4.9071 0.22 0.18 -0.19 0.129
H -1.9252 2.5726 2.6692 0.23 -0.33 0.13 0.122
H -2.1523 0.5598 0.9247 0.68 -0.04 0.18 0.119
C 1.3833 -2.0094 4.4732 -0.07 -0.26 -0.78 -0.125
C 0.3821 -2.5371 3.5903 0.91 -0.27 -0.18 -0.157
C 0.6072 -1.9612 2.2929 1.05 -0.53 -0.12 -0.188
H -0.3602 -3.2929 3.8413 0.18 0.33 -0.04 0.137
C 1.7258 -1.0621 2.3880 0.45 -1.13 0.32 -0.148
C 2.2034 -1.0907 3.7381 -0.38 -0.46 -0.74 -0.117
H 3.0691 -0.5483 4.1083 -0.37 -0.04 0.02 0.133
H 1.5432 -2.3237 5.4956 -0.27 0.34 0.04 0.136
H 0.0644 -2.2195 1.3882 0.12 0.25 0.27 0.118
H 2.2051 -0.5450 1.5651 -0.41 0.13 0.22 0.124
O 0.3852 0.5835 0.4931 0.00 0.11 -0.37 -0.249
C 0.0073 -0.2301 -0.6347 0.30 -0.28 -0.01 -0.206
C -0.2830 0.7127 -1.7930 -0.36 0.24 0.22 -0.144
H -0.8577 -0.8527 -0.3592 0.10 0.19 -0.02 0.107
H 0.8359 -0.9192 -0.8655 -0.11 0.19 0.03 0.128
C 0.5554 1.9546 -1.4511 0.39 -0.55 -0.03 -0.142
H -1.3487 0.9762 -1.7822 0.14 -0.05 -0.12 0.120
H -0.0312 0.2762 -2.7595 -0.08 0.10 0.03 0.096
C 0.5663 1.9495 0.0719 -0.17 0.23 0.19 -0.183
H 0.1599 2.8761 -1.8775 0.04 -0.07 0.06 0.120
H 1.5764 1.8006 -1.8145 -0.11 0.14 -0.06 0.122
H -0.2572 2.5597 0.4747 0.10 -0.13 -0.02 0.111
H 1.5038 2.3130 0.5082 -0.16 -0.02 -0.12 0.125
B 0.1356 0.2291 8.0675 0.05 0.00 1.13 -0.373
C 0.2465 0.3028 6.5827 0.06 0.06 -1.41 -0.133
N 0.3039 0.3127 5.4066 0.81 1.17 4.08 -0.092
H 1.1242 -0.3674 8.4400 -0.02 0.07 -0.03 0.038
H -0.8759 -0.3933 8.3358 0.07 0.13 -0.19 0.041
H 0.1045 1.3730 8.4693 -0.02 -0.11 0.00 0.043

---

> Look up the multiplicity of the first one.

1

---

> The highest multiplicity belongs to which entry?

C20H31BMnNO2

---

> The highest multiplicity belongs to which entry?

C20H31BMnNO2

---

> Which of these has the lowest multiplicity?

C20H31BF15IN6O7S4Si